1.
Below is a structure of composition C43H63AsCdN3OSSb2Si2 at a distorted geometry, with properties calculated with ωB97M-V/def2-TZVPD.

For the total energy, the calculation gives -157192.293 eV. Its LUMO energy is -4.342 eV. For the molecular weight, the calculation gives 1157.090 g/mol. The HOMO energy is -10.04 eV. For the energy above the lowest of the compared OMol25 structures with the same formula, charge and spin, the calculation gives 69.4 kcal/mol. The charge is +1.

Last column: Mulliken charge in e.
Atoms and positions in Å:
Cd: -0.234 -0.356 -1.541  2.18
C: 3.456 -0.181 -0.882  -0.96
C: 3.813 -1.518 -0.272  -0.87
C: 2.675 -2.099 0.548  -0.27
Sb: 2.822 -1.166 2.522  0.94
C: 3.787 -2.913 3.356  0.18
C: 5.041 -2.755 3.926  -0.62
C: 5.755 -3.854 4.372  -0.55
C: 5.216 -5.123 4.253  -0.49
C: 3.956 -5.282 3.700  -0.74
C: 3.244 -4.183 3.251  -0.04
C: 0.777 -1.563 3.060  0.35
C: -0.244 -1.159 2.214  0.45
C: -1.571 -1.260 2.596  -0.16
C: -1.885 -1.800 3.832  -0.75
C: -0.872 -2.216 4.681  -0.82
C: 0.453 -2.080 4.305  -0.33
Sb: 2.195 1.492 0.014  0.18
C: 3.814 2.644 0.837  -0.36
C: 4.991 2.070 1.280  0.15
C: 5.953 2.849 1.899  -0.75
C: 5.739 4.204 2.087  -0.52
C: 4.550 4.776 1.666  -0.84
C: 3.593 3.996 1.045  -0.01
C: 1.216 1.682 1.975  0.57
C: 1.941 1.958 3.124  -0.24
C: 1.293 2.255 4.309  -0.69
C: -0.092 2.288 4.355  -0.81
C: -0.820 2.050 3.204  -0.54
C: -0.167 1.758 2.016  -0.37
H: 2.863 -0.365 -1.791  0.58
H: 4.354 0.364 -1.179  0.69
H: 4.706 -1.443 0.359  0.19
H: 4.064 -2.203 -1.091  0.49
H: 2.772 -3.179 0.658  0.76
H: 1.709 -1.894 0.071  -0.47
H: 5.463 -1.760 4.019  0.34
H: 6.734 -3.720 4.808  0.41
H: 5.778 -5.982 4.588  0.39
H: 3.526 -6.268 3.613  0.42
H: 2.262 -4.311 2.811  0.31
H: -0.009 -0.764 1.228  -1.09
H: -2.352 -0.903 1.938  0.41
H: -2.916 -1.890 4.137  0.45
H: -1.116 -2.637 5.646  0.39
H: 1.248 -2.380 4.975  0.53
H: 5.147 1.007 1.149  0.33
H: 6.867 2.394 2.243  0.44
H: 6.490 4.811 2.568  0.38
H: 4.362 5.826 1.828  0.45
H: 2.648 4.429 0.734  0.39
H: 3.023 1.959 3.103  0.52
H: 1.866 2.464 5.199  0.45
H: -0.599 2.505 5.283  0.43
H: -1.900 2.086 3.227  0.54
H: -0.752 1.577 1.120  0.32
C: -3.610 -4.084 -3.987  -1.19
Si: -1.816 -3.405 -3.836  0.56
C: -1.015 -3.074 -5.548  -1.17
C: -0.798 -4.845 -3.073  -1.39
As: -2.279 -1.483 -2.428  -0.62
Si: -2.533 0.146 -4.152  0.38
C: -3.144 1.787 -3.384  -0.34
C: -0.835 0.497 -4.974  -0.80
C: -3.838 -0.450 -5.410  -1.11
H: -3.633 -5.063 -4.458  0.41
H: -4.256 -3.422 -4.558  0.30
H: -4.050 -4.180 -2.993  0.34
H: -0.976 -3.989 -6.130  0.43
H: 0.008 -2.720 -5.437  0.33
H: -1.559 -2.341 -6.135  0.33
H: -0.634 -5.602 -3.835  0.40
H: -1.326 -5.335 -2.259  0.37
H: 0.181 -4.536 -2.719  0.41
H: -2.358 2.208 -2.762  -0.51
H: -4.025 1.630 -2.765  0.28
H: -3.400 2.517 -4.146  0.53
H: -0.155 0.975 -4.265  0.07
H: -0.938 1.163 -5.824  0.42
H: -0.359 -0.412 -5.332  0.18
H: -4.762 -0.693 -4.893  0.32
H: -3.521 -1.335 -5.952  0.28
H: -4.061 0.319 -6.141  0.38
O: -0.545 2.397 -1.568  -0.88
S: -0.048 3.635 -0.893  0.59
C: -1.290 4.957 -1.288  -0.76
C: -0.562 6.109 -1.976  -0.77
C: 0.933 5.903 -1.754  -0.54
C: 1.174 4.431 -2.010  -0.81
H: -1.720 5.253 -0.333  0.55
H: -2.055 4.504 -1.914  0.23
H: -0.891 7.074 -1.591  0.32
H: -0.758 6.090 -3.049  0.32
H: 1.200 6.145 -0.723  0.21
H: 1.516 6.543 -2.416  0.44
H: 2.179 4.100 -1.752  0.19
H: 0.935 4.145 -3.034  0.50
N: -2.953 1.138 0.008  1.35
C: -4.310 0.985 0.274  0.30
C: -5.068 2.055 0.741  -0.50
C: -6.402 1.883 1.049  -0.65
C: -7.002 0.647 0.879  -0.56
C: -6.252 -0.424 0.420  -0.86
C: -4.914 -0.260 0.119  0.22
H: -2.675 2.091 -0.185  -0.25
H: -2.608 0.481 -0.688  -1.39
H: -4.602 3.021 0.862  0.44
H: -6.974 2.721 1.418  0.41
H: -8.049 0.526 1.104  0.39
H: -6.720 -1.389 0.287  0.42
H: -4.323 -1.096 -0.248  0.29
N: -0.117 -3.986 0.849  -0.64
N: -0.806 -3.182 -0.118  0.12
H: -0.663 -4.809 1.111  0.28
H: 0.020 -3.419 1.682  0.07
H: -1.796 -3.055 0.139  0.27
H: -0.798 -3.723 -0.982  -0.18

***

2.
Below is the ion C6H9N4 with charge +1 at a distorted geometry, with properties calculated with ωB97M-V/def2-TZVPD.

For the total energy, the calculation gives -12320.453 eV. Its LUMO energy is -2.826 eV. For the molecular weight, the calculation gives 137.166 g/mol. The HOMO energy is -13.53 eV. For the energy above the lowest of the compared OMol25 structures with the same formula, charge and spin, the calculation gives 50.3 kcal/mol. The charge is +1. Its SMILES is Cc1nc2[nH]cc(C)n2[nH+]1.

Last column: natural (NBO) charge in e.
Atoms and positions in Å:
C: 0.660 1.049 2.129  -0.05
C: 0.025 -0.042 1.707  0.13
C: 0.549 1.226 -0.084  0.51
C: 0.018 0.223 -1.844  0.44
C: -0.305 -1.343 2.236  -0.65
C: -0.419 -0.273 -3.166  -0.67
N: 0.491 1.369 -1.484  -0.42
N: 0.014 0.060 0.325  -0.13
N: 0.983 1.811 1.014  -0.50
N: -0.325 -0.580 -0.791  -0.37
H: 0.678 1.606 3.102  0.26
H: 0.561 -1.886 2.536  0.26
H: -0.975 -1.186 3.008  0.25
H: -0.725 -2.084 1.508  0.23
H: 0.466 -0.667 -3.669  0.26
H: -1.035 0.499 -3.806  0.28
H: -1.016 -1.107 -3.066  0.23
H: 1.178 2.834 1.265  0.47
H: -0.824 -1.506 -0.921  0.46

***

3.
Below is a cluster of 2 separate species, C18H15Cl6NO2 in total at a distorted geometry, with properties calculated with ωB97M-V/def2-TZVPD.

For the total energy, the calculation gives -99623.617 eV. Its LUMO energy is -2.892 eV. For the molecular weight, the calculation gives 490.041 g/mol. The HOMO energy is -5.96 eV. For the energy above the lowest of the compared OMol25 structures with the same formula, charge and spin, the calculation gives 30.6 kcal/mol. The charge is 0.

Last column: natural (NBO) charge in e.
Atoms and positions in Å:
Cl: 0.873 -0.102 0.086  0.04
C: 3.370 1.800 -0.437  -0.27
Cl: 4.419 0.596 -0.600  0.09
C: 2.875 2.311 -1.740  0.43
O: 2.734 1.623 -2.706  -0.62
C: 2.673 3.775 -1.759  -0.18
Cl: 2.316 4.508 -3.309  -0.01
C: 2.834 4.595 -0.617  -0.09
Cl: 2.670 6.278 -0.747  0.06
C: 3.084 3.936 0.603  -0.16
Cl: 3.285 4.942 2.002  0.00
C: 3.267 2.537 0.668  -0.07
Cl: 3.582 1.861 2.210  0.01
C: 1.489 -5.284 -0.496  -0.19
C: 1.548 -4.767 0.810  -0.20
C: 0.967 -3.537 1.117  -0.18
C: 0.311 -2.747 0.102  -0.07
C: -0.303 -1.435 0.358  -0.40
C: -1.430 -1.065 -0.241  0.28
N: -2.308 -0.043 0.165  -0.28
C: -3.612 0.021 -0.496  -0.25
C: -4.350 1.312 -0.135  -0.08
O: -4.242 1.614 1.254  -0.51
C: -2.872 1.826 1.629  -0.08
C: -2.012 0.572 1.458  -0.28
C: 0.225 -3.339 -1.206  -0.15
C: 0.811 -4.555 -1.486  -0.21
H: 1.987 -6.218 -0.735  0.23
H: 2.074 -5.305 1.579  0.23
H: 0.998 -3.136 2.110  0.22
H: -0.179 -1.141 1.452  0.30
H: -1.825 -1.615 -1.168  0.24
H: -3.484 -0.048 -1.556  0.23
H: -4.251 -0.825 -0.156  0.21
H: -3.961 2.129 -0.749  0.18
H: -5.429 1.191 -0.292  0.22
H: -2.430 2.654 1.048  0.19
H: -2.925 2.090 2.698  0.22
H: -2.283 -0.122 2.267  0.22
H: -0.975 0.819 1.482  0.25
H: -0.299 -2.762 -1.963  0.19
H: 0.777 -4.945 -2.503  0.22